22
Properties=species:S:1:pos:R:3:forces:R:3:nbo_charge:R:1 method="wB97M-V/def2-TZVPD" homo_ev="-7.71 / -7.31" homo_lumo_gap_ev="8.16 / 7.95"
C 0.450 -0.045 0.192 -0.91 1.13 0.19 0.2872
C 0.700 -1.017 1.308 -0.02 0.09 -0.03 -0.7322
C 1.199 -0.211 -1.090 -0.05 0.00 0.07 -0.6616
C 1.857 1.959 1.017 0.87 0.71 0.41 -0.5558
C -2.393 -0.599 -1.891 -0.05 0.21 0.09 -0.7654
N -0.390 0.951 0.242 0.88 -1.00 -0.41 -0.1255
C -1.814 -1.037 -0.569 -0.67 -1.22 -0.30 0.5459
O -1.132 1.107 1.384 0.00 -0.15 0.31 -0.5472
O -2.345 -1.698 0.262 0.13 0.41 -0.16 -0.5342
H -0.982 0.363 1.992 0.00 0.06 -0.13 0.4518
H -0.134 -1.718 1.400 0.00 0.03 0.02 0.2560
H 0.838 -0.500 2.261 -0.02 -0.01 0.00 0.2272
H 1.605 -1.589 1.110 -0.01 0.00 -0.01 0.2368
H 2.273 -0.130 -0.906 -0.01 -0.04 -0.03 0.2249
H 0.903 0.548 -1.811 -0.02 0.00 0.02 0.2365
H 0.996 -1.203 -1.504 0.04 0.02 -0.01 0.2214
H 1.917 2.586 0.140 -0.08 -0.10 -0.06 0.1745
H 2.710 1.330 1.238 -0.05 -0.07 -0.03 0.1610
H 1.281 2.331 1.852 -0.10 -0.10 -0.04 0.1756
H -2.425 0.492 -1.885 -0.02 -0.03 -0.03 0.2583
H -1.721 -0.901 -2.696 -0.02 0.00 0.07 0.2393
H -3.393 -1.018 -2.047 0.11 0.05 0.06 0.2258

=====

22
Properties=species:S:1:pos:R:3:forces:R:3:nbo_charge:R:1 method="wB97M-V/def2-TZVPD" smiles=CN1CCO[C@]1(C)CO homo_ev=-8.32 homo_lumo_gap_ev=9.18
C 2.083 0.355 -0.408 1.17 0.47 -0.01 -0.4027
C 0.736 -1.703 0.028 0.76 1.49 -1.84 -0.2389
C -0.720 -1.885 0.114 -1.69 -0.65 -0.45 -0.0776
C -0.441 0.387 0.177 1.33 1.42 2.10 0.4007
C -0.115 1.345 1.352 -0.92 0.13 -1.15 -0.6408
C -1.236 1.074 -0.894 2.60 -0.60 -1.50 -0.0916
H 2.152 1.336 -0.932 -0.54 -0.58 0.29 0.2045
H 2.594 0.503 0.577 -0.17 -0.21 -0.48 0.1656
H 2.675 -0.342 -1.037 0.01 0.45 0.51 0.2045
H 1.229 -2.295 -0.776 -0.37 0.36 0.48 0.2031
H 1.160 -1.990 0.964 0.80 0.22 0.93 0.1777
H -1.204 -1.999 -0.864 0.28 -0.25 -0.13 0.1605
H -1.034 -2.736 0.734 0.09 0.34 -0.01 0.1965
H -1.052 1.634 1.875 0.71 0.14 -0.45 0.2340
H 0.488 2.199 0.960 -0.65 -0.46 0.52 0.2059
H 0.474 0.743 1.989 0.77 -0.33 1.13 0.2062
H -0.671 1.940 -1.300 -0.27 -0.41 0.18 0.1694
H -1.200 0.254 -1.613 -0.44 0.34 -0.98 0.1587
H -3.008 0.652 -0.765 -0.42 0.47 0.50 0.4757
N 0.791 -0.227 -0.326 -1.11 -2.14 -0.35 -0.4852
O -1.210 -0.683 0.677 -0.16 -0.16 0.58 -0.5311
O -2.493 1.436 -0.533 -1.77 -0.06 0.13 -0.6953

=====

ΔE to the lowest compared entry with this formula, charge and spin: 157.4; 50.6 (kcal per mole)